1.
Computed, not measured: a structure of composition C4H8O3 at a distorted geometry, with ωB97M-V/def2-TZVPD.

The geometry in ORCA input format:
```
! wB97M-V def2-TZVPD RIJCOSX def2/J DEFGRID3
* xyz 0 1
C -1.719 0.563 -0.088
O -2.106 -0.559 0.620
C -0.863 -1.018 0.996
C 0.005 -0.254 0.033
O 0.154 -0.730 -1.237
O 1.232 0.001 0.574
C 2.180 0.614 -0.287
H -2.460 0.614 -0.919
H -0.444 -0.148 -1.712
H -1.714 1.423 0.560
H -0.655 -0.748 2.021
H -0.875 -2.089 0.907
H 2.518 -0.079 -1.058
H 1.741 1.496 -0.763
H 3.008 0.914 0.353
*
```

Computed properties:
* relative energy (zero: lowest compared OMol25 entry of this formula, charge and spin): 98.5 kcal/mol
* Kohn-Sham gap: 9.72 eV

***

2.
Computed, not measured: an isolated molecule of C2H4Cl2O at a distorted geometry, with ωB97M-V/def2-TZVPD.

The geometry in ORCA input format:
```
! wB97M-V def2-TZVPD RIJCOSX def2/J DEFGRID3
* xyz 0 1
O -0.729 -0.248 -2.215
C -0.477 0.639 -1.174
C -0.416 -0.055 0.189
Cl -0.087 1.134 1.508
Cl 0.867 -1.296 0.136
H 0.108 -0.755 -2.367
H 0.472 1.200 -1.291
H -1.299 1.374 -1.142
H -1.352 -0.580 0.489
*
```

Computed properties:
* relative energy (zero: lowest compared OMol25 entry of this formula, charge and spin): 0.0 kcal/mol
* Kohn-Sham gap: 11.64 eV
* SMILES string: OCC(Cl)Cl

***

3.
Computed, not measured: an isolated molecule of C5H9NO2 at a distorted geometry, with ωB97M-V/def2-TZVPD.

The geometry in ORCA input format:
```
! wB97M-V def2-TZVPD RIJCOSX def2/J DEFGRID3
* xyz 0 1
C -0.164 0.896 1.300
O -0.274 1.624 0.084
C 0.865 1.256 -0.693
C 0.693 -0.184 -1.300
N -0.654 -0.749 -1.524
C 0.178 -1.404 -0.583
C -0.054 -1.369 0.944
O -0.767 -0.266 1.455
H -0.587 1.611 2.014
H 0.848 0.807 1.610
H 1.007 1.978 -1.563
H 1.762 1.317 0.052
H 1.346 -0.260 -2.166
H -1.277 -0.102 -1.139
H 0.586 -2.287 -1.019
H 0.888 -1.589 1.472
H -0.769 -2.256 1.085
*
```

Computed properties:
* relative energy (zero: lowest compared OMol25 entry of this formula, charge and spin): 74.5 kcal/mol
* Kohn-Sham gap: 10.33 eV
* SMILES string: C1OC[C@@H]2N[C@@H]2CO1

***

4.
Computed, not measured: a structure of composition C4H7NO2, with ωB97M-V/def2-TZVPD.

The geometry in ORCA input format:
```
! wB97M-V def2-TZVPD RIJCOSX def2/J DEFGRID3
* xyz 0 1
C -1.382 -1.014 -0.319
C -0.404 0.100 -0.096
N -0.674 1.144 0.605
O -1.970 1.102 1.094
C 0.870 0.158 -0.836
C 2.059 0.503 -0.032
O 2.067 -0.942 -0.114
H -2.283 -0.626 -0.805
H -0.943 -1.796 -0.940
H -1.697 -1.440 0.639
H -2.060 1.967 1.517
H 1.652 -0.974 -1.140
H 2.921 0.979 -0.504
H 1.901 0.801 1.004
*
```

Computed properties:
* relative energy (zero: lowest compared OMol25 entry of this formula, charge and spin): 150.9 kcal/mol
* Kohn-Sham gap: 9.32 eV

***

5.
Computed, not measured: a structure of composition C34H75BNbO17 at a distorted geometry, with ωB97M-V/def2-TZVPD.

The geometry in ORCA input format:
```
! wB97M-V def2-TZVPD RIJCOSX def2/J DEFGRID3
* xyz -1 1
C -3.801 3.143 4.669
C -4.124 3.968 3.422
C -3.773 3.246 2.114
C -3.150 4.138 1.043
C -2.526 3.375 -0.131
C -1.221 3.989 -0.636
C -0.851 3.543 -2.051
C 0.657 3.563 -2.305
C 1.320 2.232 -1.956
C 2.849 2.293 -1.877
C 3.583 1.952 -3.192
C 4.328 0.600 -3.210
Nb 3.328 -1.268 -2.418
B 3.571 -2.584 -4.357
O 2.577 -2.302 -5.331
O 4.545 -3.480 -4.708
C 4.437 -4.293 -5.878
C 5.623 -5.257 -5.927
H -2.738 3.222 4.907
H -4.058 2.091 4.522
H -4.352 3.529 5.529
H -5.184 4.238 3.427
H -3.566 4.910 3.466
H -3.088 2.417 2.325
H -4.684 2.794 1.705
H -3.907 4.837 0.668
H -2.378 4.757 1.519
H -2.332 2.341 0.176
H -3.233 3.339 -0.967
H -1.306 5.082 -0.595
H -0.404 3.708 0.038
H -1.208 2.514 -2.184
H -1.377 4.163 -2.784
H 1.116 4.355 -1.698
H 0.861 3.815 -3.351
H 1.044 1.501 -2.722
H 0.900 1.858 -1.014
H 3.122 3.316 -1.587
H 3.212 1.640 -1.078
H 4.305 2.755 -3.394
H 2.869 1.987 -4.024
H 4.556 0.368 -4.266
H 5.311 0.715 -2.736
H 4.991 -1.984 -2.002
H 3.202 -0.964 -0.597
H 1.561 -0.800 -2.812
H 2.666 -2.916 -1.867
H 1.743 -2.714 -5.054
H 3.491 -4.839 -5.838
H 4.409 -3.660 -6.767
H 6.282 -5.064 -5.081
H 6.203 -5.140 -6.843
H 5.287 -6.295 -5.871
C 1.711 0.860 -11.650
C 2.726 1.808 -11.048
O 2.834 1.642 -9.627
C 3.576 0.598 -9.229
O 4.177 -0.146 -9.966
O 3.567 0.560 -7.909
C 4.320 -0.516 -7.323
H 0.746 0.975 -11.155
H 1.585 1.078 -12.712
H 2.041 -0.172 -11.544
H 2.418 2.845 -11.173
H 3.708 1.675 -11.502
H 5.338 -0.516 -7.708
H 3.837 -1.467 -7.534
H 4.309 -0.331 -6.255
C 4.786 -12.583 -5.804
C 5.594 -11.322 -6.018
O 4.847 -10.143 -5.676
C 4.777 -9.872 -4.368
O 5.295 -10.514 -3.489
O 4.045 -8.778 -4.210
C 3.873 -8.349 -2.850
H 3.846 -12.528 -6.355
H 5.348 -13.446 -6.163
H 4.568 -12.726 -4.747
H 5.840 -11.184 -7.069
H 6.517 -11.340 -5.440
H 4.838 -8.251 -2.358
H 3.255 -9.061 -2.308
H 3.381 -7.384 -2.913
C -8.059 2.240 6.558
C -7.118 3.372 6.902
O -7.751 4.361 7.739
C -7.842 4.044 9.028
O -7.414 3.045 9.550
O -8.456 5.044 9.661
C -8.627 4.841 11.068
H -8.970 2.629 6.103
H -7.577 1.567 5.848
H -8.324 1.672 7.448
H -6.829 3.922 6.009
H -6.218 3.006 7.396
H -7.676 4.603 11.540
H -9.333 4.033 11.253
H -9.020 5.776 11.455
C -13.424 8.487 11.741
C -12.554 9.364 12.612
O -12.621 8.974 14.000
C -11.883 7.916 14.329
O -11.162 7.294 13.591
O -12.071 7.659 15.623
C -11.348 6.525 16.115
H -14.450 8.484 12.108
H -13.422 8.869 10.719
H -13.051 7.464 11.726
H -12.904 10.394 12.613
H -11.515 9.344 12.288
H -10.289 6.617 15.884
H -11.734 5.608 15.673
H -11.508 6.526 17.188
C 11.969 -5.997 -2.300
C 10.893 -6.745 -3.055
O 9.613 -6.628 -2.419
C 8.968 -5.470 -2.648
O 9.371 -4.586 -3.363
O 7.821 -5.500 -1.996
C 6.996 -4.321 -2.134
H 12.004 -6.328 -1.262
H 12.942 -6.185 -2.757
H 11.778 -4.925 -2.323
H 11.090 -7.817 -3.062
H 10.816 -6.394 -4.084
H 6.830 -4.084 -3.180
H 7.453 -3.472 -1.632
H 6.050 -4.564 -1.663
*
```

Computed properties:
* Kohn-Sham gap: 6.04 eV

***

6.
Computed, not measured: a structure of composition C23H32AuN5O2, with ωB97M-V/def2-TZVPD.

The geometry in ORCA input format:
```
! wB97M-V def2-TZVPD RIJCOSX def2/J DEFGRID3
* xyz 2 1
Au 0.577 -0.284 -0.165
C 0.291 -1.289 5.034
O 1.630 -0.893 4.691
C 1.972 -1.064 3.414
O 1.244 -1.509 2.552
N 3.260 -0.653 3.238
N 3.822 -0.629 1.957
H 0.195 -1.086 6.095
H 0.151 -2.349 4.833
H -0.432 -0.710 4.464
H 3.702 -0.150 3.991
H 4.754 -1.022 2.007
H 3.897 0.331 1.633
N 2.967 -5.983 -2.052
C 2.346 -4.595 -1.962
C 3.363 -3.650 -1.337
C 2.863 -2.196 -1.305
N 1.898 -1.949 -0.208
C 2.351 -1.779 -2.682
C 1.328 -2.746 -3.292
N 0.069 -2.744 -2.539
C 1.926 -4.155 -3.357
H 3.263 -6.326 -1.135
H 3.791 -5.966 -2.659
H 2.309 -6.660 -2.446
H 1.478 -4.730 -1.314
H 4.272 -3.668 -1.948
H 3.640 -3.976 -0.330
H 3.734 -1.584 -1.061
H 2.406 -1.747 0.666
H 1.306 -2.750 -0.019
H 3.211 -1.714 -3.357
H 1.917 -0.781 -2.621
H 1.151 -2.417 -4.318
H -0.256 -3.673 -2.302
H -0.679 -2.295 -3.050
H 2.803 -4.147 -4.012
H 1.194 -4.848 -3.782
C -0.711 1.166 0.019
C -1.519 2.079 0.131
C -2.439 3.108 0.252
C -3.847 2.801 0.098
C -4.818 3.524 0.810
C -6.154 3.197 0.686
C -6.539 2.168 -0.163
C -5.586 1.441 -0.870
C -4.247 1.737 -0.726
C -1.968 4.446 0.523
C -0.735 4.635 1.171
C -0.274 5.908 1.429
C -1.015 7.011 1.012
C -2.219 6.841 0.339
C -2.701 5.569 0.100
H -4.514 4.304 1.494
H -6.898 3.740 1.254
H -7.588 1.923 -0.269
H -5.896 0.642 -1.530
H -3.495 1.178 -1.266
H -0.171 3.768 1.490
H 0.661 6.052 1.951
H -0.646 8.009 1.206
H -2.774 7.702 -0.007
H -3.616 5.435 -0.459
*
```

Computed properties:
* relative energy (zero: lowest compared OMol25 entry of this formula, charge and spin): 2.9 kcal/mol
* Kohn-Sham gap: 7.42 eV

***

7.
Computed, not measured: the ion C8H10NS with charge +1 at a distorted geometry, with ωB97M-V/def2-TZVPD.

The geometry in ORCA input format:
```
! wB97M-V def2-TZVPD RIJCOSX def2/J DEFGRID3
* xyz 1 1
C 0.799 -1.280 2.531
C -0.448 -1.779 1.878
C 1.537 -0.317 1.882
C -0.931 -1.103 0.741
C 1.052 0.182 0.636
C 1.363 0.968 -2.007
C -0.657 0.140 -1.206
C -1.558 1.375 -1.281
N -0.152 -0.146 0.122
S 2.168 1.090 -0.450
H 1.176 -1.776 3.489
H -0.976 -2.491 2.373
H 2.437 0.213 2.333
H -1.934 -1.362 0.321
H 1.868 0.403 -2.742
H 0.628 1.696 -2.335
H -0.925 -0.651 -1.868
H -2.610 1.031 -1.109
H -1.643 1.497 -2.448
H -1.197 2.310 -0.861
*
```

Computed properties:
* relative energy (zero: lowest compared OMol25 entry of this formula, charge and spin): 63.0 kcal/mol
* Kohn-Sham gap: 8.46 eV

***

8.
Computed, not measured: a structure of composition C49H65AsCrN3P at a distorted geometry, with ωB97M-V/def2-TZVPD.

The geometry in ORCA input format:
```
! wB97M-V def2-TZVPD RIJCOSX def2/J DEFGRID3
* xyz 1 2
Cr 0.077 -0.158 -0.568
C -0.179 2.120 -0.846
C -1.256 2.119 0.084
C -2.184 1.134 -0.383
C -1.676 0.644 -1.636
C -0.505 1.345 -1.999
C -0.066 1.664 -3.419
C -1.236 2.448 -4.042
C 0.196 0.408 -4.256
C 1.180 2.555 -3.438
C -3.540 0.641 0.130
C -3.437 -0.077 1.488
C -4.154 -0.374 -0.849
C -4.550 1.798 0.221
C -1.358 3.302 1.056
C -2.160 4.375 0.289
C 0.028 3.911 1.347
C -2.024 3.063 2.418
H 0.622 2.843 -0.838
H -2.255 0.068 -2.338
H -2.111 1.806 -4.159
H -0.957 2.828 -5.025
H -1.512 3.296 -3.411
H -0.630 -0.302 -4.182
H 1.109 -0.094 -3.939
H 0.308 0.687 -5.304
H 0.965 3.548 -3.038
H 1.513 2.676 -4.468
H 2.002 2.114 -2.872
H -2.735 -0.916 1.434
H -4.418 -0.480 1.746
H -3.147 0.587 2.303
H -3.516 -1.248 -0.982
H -4.350 0.083 -1.820
H -5.108 -0.716 -0.451
H -4.326 2.495 1.023
H -5.544 1.391 0.407
H -4.582 2.345 -0.723
H -1.694 4.591 -0.675
H -2.185 5.299 0.869
H -3.186 4.064 0.106
H 0.423 4.457 0.490
H 0.766 3.164 1.651
H -0.068 4.628 2.161
H -2.996 2.585 2.337
H -2.186 4.030 2.895
H -1.405 2.473 3.092
C 2.812 -2.593 1.112
C 2.635 -3.858 0.295
As 4.175 -5.123 0.473
C 5.645 -3.880 0.125
C 5.521 -2.879 -0.834
C 6.579 -2.027 -1.113
C 7.787 -2.180 -0.449
C 7.937 -3.205 0.475
C 6.877 -4.054 0.752
C 4.162 -5.127 2.441
C 3.430 -6.147 3.047
C 3.332 -6.231 4.428
C 3.982 -5.300 5.226
C 4.717 -4.282 4.635
C 4.803 -4.193 3.252
P 1.410 -1.357 1.251
C 0.180 -2.476 2.012
C -0.132 -2.625 3.359
C -1.103 -3.533 3.758
C -1.759 -4.321 2.824
C -1.435 -4.205 1.480
C -0.481 -3.282 1.079
C 2.330 -0.323 2.447
C 2.728 0.938 2.000
C 3.502 1.764 2.799
C 3.883 1.340 4.064
C 3.504 0.083 4.513
C 2.739 -0.750 3.708
H 3.688 -2.031 0.782
H 2.987 -2.866 2.154
H 2.481 -3.652 -0.764
H 1.775 -4.427 0.651
H 4.589 -2.773 -1.382
H 6.461 -1.243 -1.852
H 8.614 -1.515 -0.662
H 8.885 -3.340 0.979
H 7.009 -4.863 1.461
H 2.938 -6.886 2.424
H 2.759 -7.031 4.879
H 3.924 -5.373 6.304
H 5.231 -3.558 5.255
H 5.383 -3.393 2.809
H 0.389 -2.053 4.113
H -1.344 -3.627 4.809
H -2.509 -5.034 3.143
H -1.918 -4.837 0.747
H -0.218 -3.207 0.029
H 2.432 1.262 1.005
H 3.802 2.740 2.439
H 4.485 1.978 4.696
H 3.806 -0.255 5.496
H 2.481 -1.741 4.065
C -1.432 -2.733 -2.336
C 0.046 -2.515 -2.422
C 0.953 -3.255 -3.135
C 2.227 -2.634 -2.977
C 2.046 -1.554 -2.157
C 3.023 -0.502 -1.726
N 0.711 -1.475 -1.801
H -1.653 -3.782 -2.530
H -1.964 -2.149 -3.092
H -1.831 -2.474 -1.353
H 0.735 -4.146 -3.702
H 3.156 -2.954 -3.425
H 3.859 -0.462 -2.424
H 3.435 -0.687 -0.729
H 2.541 0.483 -1.715
N -0.589 0.598 3.817
N -0.409 0.534 2.376
H 0.326 0.463 4.233
H -1.153 -0.203 4.074
H -1.340 0.676 2.010
H 0.103 1.379 2.152
*
```

Computed properties:
* Kohn-Sham gap (spin up / spin down): 6.23 / 7.03 eV
* <S²>: 0.818